Entry 1:
DFT (ωB97M-V/def2-TZVPD) results for a structure of composition C29H29BrHoNO3.

Results
F_max = 2.268 eV Å⁻¹
E_LUMO (spin up / spin down) = 0.533 / 0.536 eV
Energy = -4925.0841 a.u.
Energy above the lowest of the compared OMol25 structures with the same formula, charge and spin = 3.41 kcal/mol

Structure (ORCA input):
```
! wB97M-V def2-TZVPD RIJCOSX def2/J DEFGRID3
* xyz 0 5
C -0.625 -0.026 2.732
C -1.639 0.377 1.818
C -1.722 -0.612 0.800
H -2.300 1.234 1.922
C -0.707 -1.589 1.043
C -0.045 -1.236 2.251
H -0.556 -2.504 0.473
C 1.300 3.245 0.250
C -0.034 3.181 0.754
C -0.875 2.679 -0.281
H -0.369 3.506 1.739
C -0.047 2.386 -1.412
C 1.305 2.735 -1.076
H -2.515 -0.705 0.063
H 0.701 -1.843 2.763
H -0.425 0.437 3.696
H 2.159 2.685 -1.760
H -1.965 2.629 -0.278
H 2.168 3.676 0.751
Ho 0.581 0.674 0.546
C -0.437 1.504 -2.582
C 0.478 1.807 -3.771
C -1.914 1.651 -2.946
H 0.516 2.896 -3.930
H 0.098 1.342 -4.689
H 1.497 1.437 -3.589
H -2.162 2.699 -3.158
H -2.582 1.307 -2.145
H -2.143 1.059 -3.840
C -0.212 0.068 -2.001
C 0.234 -1.077 -2.906
H -1.132 -0.248 -1.488
H 0.721 0.072 -1.351
O 1.455 -1.221 -2.968
N -0.764 -1.924 -3.417
C -1.178 -2.995 -2.462
H -0.420 -2.349 -4.280
C -2.569 -2.823 -1.896
C -2.985 -3.656 -0.845
H -2.298 -4.421 -0.476
C -4.247 -3.498 -0.273
H -4.546 -4.131 0.566
C -5.126 -2.533 -0.780
H -6.122 -2.424 -0.346
C -4.733 -1.724 -1.852
H -5.416 -0.980 -2.268
C -3.453 -1.870 -2.412
H -3.132 -1.262 -3.261
H -0.463 -3.028 -1.620
H -1.099 -3.967 -2.976
Br 3.767 -2.118 2.749
C 4.352 -0.492 3.507
C 5.386 -0.473 4.439
C 5.684 0.714 5.129
C 4.946 1.883 4.909
C 3.950 1.892 3.934
C 3.729 0.732 3.178
C 2.667 0.758 2.160
O 1.618 1.447 2.441
O 2.715 0.118 1.036
H 5.944 -1.386 4.617
H 6.491 0.706 5.860
H 5.151 2.792 5.481
H 3.344 2.780 3.730
*
```

Atom charges from the natural (NBO) analysis, given in e for atoms 1 to 2:
1 C -0.304
2 C -0.338

=====

Entry 2:
DFT (ωB97M-V/def2-TZVPD) results for a structure of composition C29H29CeNS4Si.

Results
F_max = 0.808 eV Å⁻¹
E_LUMO (spin up / spin down) = -1.365 / -1.367 eV
Energy = -3534.6234 a.u.
Energy above the lowest of the compared OMol25 structures with the same formula, charge and spin = 14.88 kcal/mol

Structure (ORCA input):
```
! wB97M-V def2-TZVPD RIJCOSX def2/J DEFGRID3
* xyz 0 1
Ce 0.185 -1.217 -0.868
S -2.457 -1.987 -1.415
C -3.458 -0.781 -0.601
C -4.536 -0.214 -1.283
C -5.403 0.664 -0.655
C -5.222 0.979 0.685
C -4.154 0.427 1.376
C -3.259 -0.417 0.730
S -1.862 -1.113 1.584
C -1.314 0.346 2.511
C 0.175 0.548 2.483
C 0.710 1.723 3.007
C 2.080 1.858 3.064
C 2.879 0.793 2.661
C 2.264 -0.342 2.169
C 3.043 -1.566 1.801
S 3.130 -1.694 -0.006
C 3.162 -3.457 -0.225
C 4.348 -4.023 -0.688
C 4.420 -5.381 -0.942
C 3.295 -6.168 -0.727
C 2.118 -5.604 -0.266
C 2.014 -4.233 -0.012
S 0.502 -3.577 0.619
N 0.933 -0.439 2.025
H -4.681 -0.478 -2.322
H -6.229 1.091 -1.209
H -5.911 1.641 1.194
H -4.018 0.656 2.425
H -1.609 0.225 3.556
H -1.821 1.219 2.109
H 0.052 2.512 3.347
H 2.527 2.769 3.439
H 3.956 0.836 2.740
H 2.517 -2.451 2.154
H 4.053 -1.530 2.205
H 5.209 -3.386 -0.848
H 5.340 -5.819 -1.304
H 3.333 -7.232 -0.924
H 1.242 -6.220 -0.105
C 2.347 -1.819 -2.851
C 1.127 -2.434 -3.166
C 0.205 -1.411 -3.505
C 0.866 -0.165 -3.369
C 2.183 -0.419 -2.954
H 3.270 -2.338 -2.651
H 0.946 -3.497 -3.230
H -0.790 -1.559 -3.892
H 0.441 0.803 -3.586
H 2.947 0.325 -2.783
C -2.312 4.235 1.455
Si -1.353 3.991 -0.122
C 0.188 5.039 -0.072
C -2.429 4.482 -1.554
C -0.827 2.247 -0.308
C -0.366 1.127 -0.491
H -2.605 5.286 1.527
H -1.734 3.986 2.348
H -3.216 3.628 1.454
H -0.060 6.103 -0.120
H 0.836 4.799 -0.917
H 0.755 4.862 0.844
H -2.774 5.510 -1.413
H -3.305 3.833 -1.621
H -1.895 4.426 -2.504
*
```

Atom charges from the natural (NBO) analysis, given in e for atoms 1 to 2:
1 Ce 0.734
2 S -0.108

=====

Entry 3:
DFT (ωB97M-V/def2-TZVPD) results for a cluster of 26 separate species, C29H29Cl75FNO3S in total.

Results
F_max = 2.402 eV Å⁻¹
E_LUMO = -1.510 eV
Energy = -36415.1043 a.u.

Structure (ORCA input):
```
! wB97M-V def2-TZVPD RIJCOSX def2/J DEFGRID3
* xyz 0 1
C -1.525 -0.258 -0.005
C -1.959 -1.383 -0.978
F -1.425 -2.604 -0.581
O -3.359 -1.454 -1.242
C -4.066 -2.045 -0.227
O -4.165 -3.208 -0.181
O -4.733 -1.326 0.740
N -4.598 0.076 0.577
C -5.425 0.504 -0.229
S -6.084 0.882 -1.605
H -1.309 -0.713 0.981
H -2.247 0.575 0.018
H -0.560 0.151 -0.378
H -1.481 -1.174 -1.958
C -4.718 -5.615 -3.030
Cl -5.506 -4.665 -4.294
Cl -5.741 -6.974 -2.545
Cl -3.142 -6.190 -3.578
H -4.567 -4.975 -2.166
C 1.476 2.243 0.744
Cl 1.356 1.777 -0.956
Cl 0.063 3.188 1.225
Cl 1.648 0.816 1.770
H 2.360 2.860 0.867
C 1.735 3.209 5.283
Cl 2.290 1.567 4.935
Cl 2.133 4.296 3.945
Cl -0.001 3.222 5.603
H 2.249 3.561 6.170
C 5.755 2.954 4.248
Cl 6.029 3.337 2.545
Cl 6.195 1.278 4.585
Cl 6.661 4.058 5.288
H 4.698 3.077 4.459
C -7.625 -3.096 1.446
Cl -7.763 -3.639 -0.226
Cl -9.013 -2.096 1.895
Cl -7.465 -4.475 2.531
H -6.728 -2.493 1.535
C 0.106 3.837 -4.443
Cl -0.864 4.023 -2.977
Cl 1.413 5.023 -4.476
Cl 0.755 2.194 -4.559
H -0.540 4.011 -5.301
C -7.409 -9.228 -5.274
Cl -6.871 -10.892 -5.519
Cl -6.995 -8.229 -6.673
Cl -9.148 -9.175 -4.966
H -6.897 -8.828 -4.404
C 8.493 -0.957 1.945
Cl 7.580 -2.113 0.973
Cl 10.153 -0.821 1.352
Cl 7.702 0.621 1.939
H 8.525 -1.321 2.967
C 9.026 3.732 0.215
Cl 9.463 3.831 1.922
Cl 7.480 4.545 -0.088
Cl 10.294 4.434 -0.791
H 8.920 2.686 -0.051
C 8.583 6.962 -3.111
Cl 7.668 5.770 -4.038
Cl 10.220 7.129 -3.756
Cl 7.752 8.522 -3.110
H 8.655 6.614 -2.087
C 11.796 1.200 -2.550
Cl 12.977 2.398 -2.013
Cl 10.692 0.777 -1.234
Cl 10.898 1.795 -3.950
H 12.331 0.304 -2.843
C -1.825 6.565 -6.725
Cl -0.195 6.672 -7.390
Cl -2.278 4.874 -6.454
Cl -1.950 7.485 -5.226
H -2.516 6.990 -7.445
C -4.232 3.048 6.860
Cl -4.274 1.297 6.635
Cl -3.995 3.451 8.563
Cl -2.963 3.773 5.867
H -5.185 3.455 6.544
C 3.690 4.366 8.984
Cl 4.487 4.150 7.422
Cl 2.394 5.557 8.855
Cl 3.063 2.826 9.582
H 4.423 4.733 9.692
C 5.140 8.685 8.191
Cl 5.055 8.199 6.495
Cl 3.707 9.606 8.648
Cl 5.329 7.269 9.231
H 6.009 9.319 8.321
C 5.141 13.372 7.436
Cl 4.152 13.527 8.890
Cl 6.405 14.603 7.409
Cl 5.844 11.754 7.332
H 4.502 13.520 6.573
C -4.024 -12.199 -8.488
Cl -4.704 -10.705 -7.841
Cl -3.197 -11.903 -10.020
Cl -2.919 -12.937 -7.319
H -4.838 -12.892 -8.670
C -11.436 -1.035 4.693
Cl -10.964 0.579 5.239
Cl -10.713 -2.276 5.717
Cl -13.196 -1.192 4.667
H -11.069 -1.172 3.682
C 8.114 -5.047 -2.222
Cl 8.895 -3.480 -2.453
Cl 8.530 -5.723 -0.644
Cl 6.362 -4.899 -2.393
H 8.475 -5.724 -2.988
C -3.142 -15.873 -9.678
Cl -2.614 -17.545 -9.890
Cl -2.727 -14.901 -11.091
Cl -4.881 -15.804 -9.364
H -2.626 -15.460 -8.818
C -3.536 -5.413 2.529
Cl -1.917 -5.337 1.824
Cl -3.989 -7.085 2.874
Cl -3.622 -4.431 3.996
H -4.239 -5.010 1.807
C 1.539 -6.962 2.766
Cl 1.499 -8.722 2.625
Cl 1.818 -6.478 4.442
Cl 2.778 -6.280 1.707
H 0.575 -6.574 2.456
C -5.881 7.445 -4.633
Cl -5.594 7.831 -6.335
Cl -5.427 5.773 -4.291
Cl -5.000 8.557 -3.583
H -6.941 7.557 -4.434
C -0.477 5.167 -11.358
Cl -1.434 5.347 -9.884
Cl 0.824 6.361 -11.403
Cl 0.175 3.531 -11.480
H -1.126 5.339 -12.209
C -7.840 -4.680 7.264
Cl -7.287 -6.336 6.993
Cl -7.464 -3.666 5.869
Cl -9.573 -4.655 7.615
H -7.314 -4.283 8.125
*
```

Atom charges from the Löwdin analysis, given in e for atoms 1 to 2:
1 C -0.012
2 C -0.340